1.
A molecular structure, C14H20BBr30N3O5P. Source: the Open Molecules 2025 dataset; level of theory: ωB97M-V/def2-TZVPD.

Each line ends with the Mulliken charge.
Element x y z (Å)
N: 0.70 3.62 -0.64  -0.1473
B: 0.03 2.55 -1.39  0.5261
O: -1.00 2.82 -2.22  -0.5147
C: 0.51 1.01 -1.23  0.4905
C: 1.79 0.54 -1.80  0.1310
N: 1.78 -0.75 -1.91  0.2852
P: 3.09 -1.83 -2.56  0.0699
O: 4.24 -0.71 -2.68  -0.3114
O: 3.47 -2.61 -1.20  -0.4105
C: 0.50 -1.33 -1.50  -0.4185
O: 0.62 -2.07 -0.33  -0.0998
N: 0.12 -3.44 -0.54  0.0985
O: 0.59 -4.17 0.20  -0.1732
C: -0.45 -0.14 -1.50  -0.6892
H: 1.67 3.64 -0.94  -0.0002
H: 0.77 3.30 0.33  -0.0132
H: -0.77 3.31 -3.02  0.2716
H: 0.73 0.94 -0.15  0.0953
H: 2.62 1.18 -2.08  -0.2123
H: 5.09 -1.16 -2.54  0.1791
H: 3.30 -2.07 -0.42  0.3462
H: 0.20 -2.02 -2.30  0.7304
H: -1.14 -0.20 -0.67  0.2788
H: -0.98 -0.12 -2.44  0.3297
C: 4.40 3.87 -3.96  -0.3819
Br: 6.03 3.03 -4.50  0.0757
Br: 2.93 3.57 -5.14  -0.0120
Br: 3.96 3.28 -2.17  -0.0545
H: 4.57 4.93 -3.90  0.4104
C: 0.00 6.88 -4.48  -0.3942
Br: 0.67 5.90 -2.95  0.1125
Br: 0.93 8.54 -4.71  0.0095
Br: 0.02 5.82 -6.09  -0.0680
H: -1.03 7.11 -4.27  0.3681
C: 1.08 -3.43 3.63  -0.2368
Br: 2.22 -1.92 3.29  -0.0814
Br: 1.65 -4.41 5.18  -0.0298
Br: -0.75 -2.85 3.72  0.1452
H: 1.16 -4.09 2.78  0.2432
C: -4.38 -0.71 2.35  -0.3990
Br: -3.87 -1.90 0.92  -0.0141
Br: -3.99 -1.47 4.07  -0.0147
Br: -3.55 1.02 2.16  -0.0059
H: -5.45 -0.57 2.28  0.3764
C: -1.65 -6.21 6.66  -0.2798
Br: -1.75 -7.73 7.84  -0.0175
Br: -1.26 -6.74 4.86  -0.0092
Br: -3.25 -5.13 6.75  -0.0152
H: -0.83 -5.60 7.00  0.2892
C: -6.29 -8.50 4.72  -0.1872
Br: -6.86 -10.13 5.55  -0.0097
Br: -5.46 -8.82 3.02  -0.0348
Br: -7.73 -7.23 4.57  -0.0070
H: -5.54 -8.05 5.36  0.2290
C: -1.35 9.04 -1.36  0.4725
Br: -3.27 9.05 -1.41  0.0000
Br: -0.61 10.65 -2.11  -0.0060
Br: -0.68 8.72 0.41  -0.0107
H: -1.02 8.22 -1.98  -0.4849
C: 9.01 0.26 -3.73  -0.3667
Br: 9.89 -1.18 -4.63  0.0073
Br: 9.18 1.92 -4.70  -0.0534
Br: 7.16 -0.15 -3.37  0.1785
H: 9.50 0.39 -2.77  0.3803
C: 0.23 4.98 3.05  -0.4739
Br: 2.13 5.23 3.00  -0.0232
Br: -0.68 6.09 1.77  0.0873
Br: -0.23 3.12 2.81  -0.0363
H: -0.12 5.26 4.03  0.4394
C: -6.53 -6.20 0.00  -0.2690
Br: -6.28 -5.74 -1.86  -0.0417
Br: -5.04 -5.63 1.07  0.0694
Br: -8.19 -5.51 0.68  -0.0041
H: -6.57 -7.27 0.06  0.2863

Results
Orbital gap, eV: 7.38
2S+1: 1
HOMO, eV: -11.3068
Net charge: +1
Lowest unoccupied orbital energy, eV: -3.931

=====

2.
2 unconnected molecules or ions with the total composition C4H2BrF4N3. Source: the Open Molecules 2025 dataset; level of theory: ωB97M-V/def2-TZVPD.

Each line ends with the Mulliken charge.
Element x y z (Å)
C: -1.45 -0.78 1.96  -0.1184
C: -1.89 -0.86 -0.09  -0.1252
C: 0.74 0.91 -1.34  0.5594
C: 1.92 0.55 -0.42  0.6421
N: -2.31 -1.25 1.06  -0.6305
N: -0.52 -0.06 1.44  -0.6046
N: -0.84 -0.07 0.16  0.1645
F: 0.47 2.17 -1.40  -0.1452
F: 2.06 -0.67 -0.02  -0.1901
F: 1.89 1.32 0.65  -0.2187
F: 3.07 0.98 -1.04  -0.2446
Br: 0.79 -0.08 -2.91  0.0296
H: -1.64 -1.07 2.96  0.4312
H: -2.27 -1.08 -1.01  0.4506

Results
Orbital gap (spin up / spin down), eV: 7.26 / 7.26
2S+1: 1
HOMO (spin up / spin down), eV: -9.6883 / -9.6865
Lowest unoccupied orbital energy (spin up / spin down), eV: -2.425 / -2.431

=====

3.
A single C4H11N3 molecule. Source: the Open Molecules 2025 dataset; level of theory: ωB97M-V/def2-TZVPD.

Each line ends with the Mulliken charge.
Element x y z (Å)
H: -3.42 -0.17 0.17  0.1982
N: -2.56 0.25 0.52  -0.7074
C: -1.57 -0.34 -0.06  0.4542
N: -1.66 -1.26 -1.10  -0.4260
N: -0.30 0.12 0.24  -0.1532
C: 0.99 -0.50 0.08  -0.4445
C: 2.06 0.47 -0.39  -0.4368
C: 2.58 1.35 0.74  -1.1344
H: -0.99 -2.00 -1.08  0.1858
H: -2.61 -1.42 -1.41  0.2070
H: -0.36 0.69 1.07  0.2565
H: 1.35 -1.25 0.82  0.2705
H: 0.69 -1.24 -0.70  0.1970
H: 1.66 1.13 -1.18  0.2944
H: 2.97 0.00 -0.82  0.2998
H: 1.74 1.92 1.20  0.2935
H: 2.93 0.64 1.50  0.3044
H: 3.31 2.08 0.38  0.3409

Results
Orbital gap, eV: 9.53
2S+1: 1
HOMO, eV: -8.6454
Lowest unoccupied orbital energy, eV: 0.887
Structure (SMILES): [H]/N=C(\N)NCCC

=====

4.
A molecular structure, C3H6O3Sr. Source: the Open Molecules 2025 dataset; level of theory: ωB97M-V/def2-TZVPD.

Each line ends with the Mulliken charge.
Element x y z (Å)
H: 1.42 -1.78 -0.25  0.3178
O: 0.51 -2.01 0.13  -0.3926
Sr: 2.45 1.35 0.08  0.9962
O: -1.49 -1.04 -0.15  -0.2837
C: -0.20 -0.94 -0.04  0.6364
O: 0.39 0.07 -0.46  -0.6175
C: -2.35 -0.09 0.53  -0.1756
C: -3.01 0.83 -0.47  -1.0067
H: -3.08 -0.72 1.05  0.2964
H: -1.78 0.45 1.29  0.3117
H: -2.97 0.41 -1.48  0.3046
H: -4.06 0.96 -0.18  0.3299
H: -2.53 1.81 -0.48  0.2830

Results
Orbital gap (spin up / spin down), eV: 5.97 / 10.81
2S+1: 2
HOMO (spin up / spin down), eV: -9.5758 / -15.0126
Net charge: +1
Lowest unoccupied orbital energy (spin up / spin down), eV: -3.606 / -4.200
<S²>: 0.75

=====

Calculated total energy, record by record: -78672.2215 -3291.2324 -323.2610 -374.0814 Eh
Energy relative to the best compared isomer or geometry (same formula, charge and spin), record by record: 13.74 0.00 28.59 0.00 kcal per mole